A cluster of 3 separate species, C33H49N3O6 in total at a distorted geometry. Source: OMol25; level of theory: ωB97M-V/def2-TZVPD.

Computed properties:
- E_HOMO (spin up / spin down): -0.3161 / -0.3203 Ha
- F_max: 3.52 eV/Å
- Multiplicity: 3

Each line ends with the Löwdin spin population.
CARTESIAN COORDINATES (ANGSTROEM)
1 C -5.83313 -0.10822 3.85382  0.0000
2 C -5.35008 -1.57938 3.98748  0.0000
3 C -6.30879 -2.64066 3.64526  0.0000
4 C -5.89915 -4.04223 3.70850  0.0000
5 C -4.56342 -4.41977 4.12615  0.0000
6 C -3.60623 -3.39160 4.49893  0.0000
7 C -4.01320 -1.98644 4.42080  0.0000
8 C -2.92336 -0.92580 4.78948  0.0000
9 C -1.80570 -0.74942 3.71935  0.0000
10 C -0.62886 -0.18096 4.12480  0.0000
11 C -0.33218 0.26540 5.59185  0.0000
12 O -0.05520 -0.93348 6.38237  0.0000
13 N 1.21718 -1.40608 6.10612  0.0000
14 O 1.18095 -2.42782 5.52604  0.0000
15 C 0.53907 0.05819 3.11386  0.0001
16 O 1.48876 0.76756 3.38574  0.0000
17 C 0.52936 -0.60070 1.71062  0.0008
18 C -0.64071 -1.18341 1.32719  0.0002
19 C -1.91207 -1.14825 2.23319  0.0000
20 O -2.94750 -1.44842 1.67914  0.0000
21 H -5.35180 0.61099 4.55673  0.0000
22 H -6.94329 -0.09524 4.04381  0.0000
23 H -5.70146 0.22604 2.78510  0.0000
24 H -7.34382 -2.37453 3.33895  0.0000
25 H -6.63020 -4.83295 3.41781  0.0000
26 H -4.21043 -5.47796 4.16500  0.0000
27 H -2.56834 -3.65409 4.81852  0.0000
28 H -2.51128 -1.17767 5.80484  0.0000
29 H -3.44682 0.06520 4.90900  0.0000
30 H 0.61212 0.87828 5.64196  0.0000
31 H -1.17063 0.82545 6.06973  0.0000
32 H 1.41590 -0.61402 1.03641  0.0005
33 H -0.64703 -1.66996 0.32087  0.0000
34 C 1.38063 -4.38161 -3.16239  0.0020
35 C 1.02216 -2.87413 -3.09808  0.0254
36 C 0.96657 -2.28913 -4.52029  0.0140
37 C 2.34115 -2.09453 -5.15412  0.0008
38 C 3.25544 -1.29417 -4.23191  0.0140
39 C 3.34398 -1.87580 -2.81325  0.0260
40 N 2.00306 -2.16151 -2.22378  0.3473
41 O 1.46485 -1.00349 -1.86721  0.5593
42 C 4.19759 -3.16385 -2.83854  0.0015
43 C 4.16672 -0.91088 -1.93754  -0.0007
44 C -0.40406 -2.84969 -2.51506  -0.0007
45 H 0.48717 -5.00614 -3.22123  -0.0004
46 H 1.98060 -4.63890 -4.03591  0.0000
47 H 1.91644 -4.70468 -2.26738  0.0015
48 H 0.45881 -1.31797 -4.50176  0.0025
49 H 0.36284 -2.93444 -5.16491  0.0011
50 H 2.79354 -3.06204 -5.39400  0.0003
51 H 2.23167 -1.56807 -6.10485  0.0008
52 H 4.25283 -1.24074 -4.67786  0.0011
53 H 2.88687 -0.26261 -4.18976  0.0026
54 H 4.20413 -3.64927 -1.85984  0.0012
55 H 5.23439 -2.93250 -3.09249  -0.0004
56 H 3.86918 -3.89074 -3.57806  0.0000
57 H 3.74938 0.09744 -1.92072  -0.0006
58 H 5.18519 -0.81799 -2.32045  -0.0003
59 H 4.23281 -1.27210 -0.90791  0.0003
60 H -0.42203 -3.25805 -1.50089  0.0003
61 H -1.07660 -3.45225 -3.12850  -0.0003
62 H -0.83181 -1.84560 -2.49029  -0.0006
63 C 1.28475 3.90561 0.87975  0.0020
64 C 0.04902 4.01545 -0.05143  0.0249
65 C -0.29810 2.63021 -0.62230  0.0138
66 C 0.66817 2.15543 -1.70224  0.0012
67 C 0.82434 3.21031 -2.79356  0.0135
68 C 1.19559 4.59636 -2.24592  0.0254
69 N 0.31392 5.02466 -1.12086  0.3370
70 O -0.85317 5.38777 -1.63669  0.5746
71 C 2.67221 4.58950 -1.78982  0.0014
72 C 1.17923 5.60553 -3.41019  -0.0009
73 C -1.09333 4.44587 0.88848  -0.0008
74 H 0.99432 3.71882 1.91553  -0.0004
75 H 1.95136 3.08664 0.60690  0.0000
76 H 1.86194 4.83280 0.89042  0.0015
77 H -1.30662 2.64727 -1.05157  0.0025
78 H -0.32469 1.88957 0.18286  0.0010
79 H 1.64180 1.91144 -1.26522  0.0000
80 H 0.29390 1.22878 -2.14147  0.0012
81 H 1.58123 2.87379 -3.50890  0.0010
82 H -0.11582 3.26992 -3.35394  0.0027
83 H 2.93957 5.53516 -1.31246  0.0012
84 H 3.33817 4.45884 -2.64604  -0.0004
85 H 2.91333 3.78038 -1.10378  0.0000
86 H 0.21771 5.63440 -3.92469  -0.0007
87 H 1.92493 5.33704 -4.16193  -0.0003
88 H 1.41143 6.61464 -3.06033  0.0002
89 H -0.89543 5.42829 1.32499  0.0002
90 H -1.20067 3.73188 1.70823  -0.0003
91 H -2.06128 4.48099 0.38573  -0.0007